15
Properties=species:S:1:pos:R:3:forces:R:3 method="wB97M-V/def2-TZVPD" orbital_gap_ev="6.8 / 6.8" homo_energy_ha="-0.612 / -0.612" fmax_ha_per_bohr=0.123 e_tot_ev=-23727.0915 lumo_energy_ha="-0.362 / -0.362" relative_energy_ev=0.000 charge=+2
Cl 0.1291 -2.5478 -0.3393 1.2 -1.0 0.0
N -2.0575 -1.2483 -0.1344 -2.9 0.2 0.4
N 0.5863 1.1779 0.3541 0.5 0.3 -1.0
N 2.7179 0.1666 -0.0829 2.3 -1.6 -1.1
N -1.7769 0.9091 0.1692 1.1 -2.5 0.0
C -0.4798 0.4686 0.0961 -0.2 -6.3 -0.2
C 3.7455 -0.2789 -0.3465 -1.5 0.5 0.7
C -2.6718 -0.0856 0.0624 -0.6 4.5 0.0
C 1.8587 1.1699 0.2169 -4.3 -1.0 0.6
C -0.7568 -1.2218 -0.0809 1.4 5.9 0.0
H 4.7314 -0.6721 -0.4139 0.6 -0.5 -0.3
H -1.8895 1.8927 0.1968 -1.0 1.2 0.3
H -2.7236 -1.9821 -0.3094 0.5 -1.3 -0.1
H 2.3282 1.9980 0.5277 2.1 3.0 0.9
H -3.7411 0.2538 0.0839 1.0 -1.4 -0.2

***

109
Properties=species:S:1:pos:R:3:forces:R:3 method="wB97M-V/def2-TZVPD" orbital_gap_ev=6.7 homo_energy_ha=-0.364 fmax_ha_per_bohr=0.042 e_tot_ev=-113600.8679 lumo_energy_ha=-0.117 relative_energy_ev=0.000 charge=+1
Zr 1.5376 0.0758 0.3445 1.3 -1.5 -0.9
S 3.9010 -0.4618 1.7306 -0.2 -0.2 -0.2
S 1.0335 0.8270 -2.2733 0.0 -0.2 0.1
S 0.9333 -1.3268 2.4429 0.2 -0.2 -0.1
S 1.9657 -2.1716 -0.7560 0.0 -0.3 -0.2
P -1.9174 -0.2011 -0.0051 0.2 0.0 0.0
O 0.8737 1.4246 1.8496 -0.2 1.1 0.7
O 1.9216 6.8949 5.8953 0.2 -0.1 -0.2
O -0.3813 -0.3583 -0.2281 -1.2 0.6 0.4
O 2.4306 2.0801 0.4819 -0.1 0.4 0.0
O 2.8655 7.9114 4.2423 0.0 -0.3 0.1
N 2.3631 6.9367 4.7651 -0.2 0.2 0.0
N 3.7692 0.3565 -1.2278 0.0 0.0 0.3
C 4.9306 -0.1850 -0.8312 -0.1 0.0 0.0
C -3.6320 1.8739 1.0926 0.2 0.1 0.0
C 3.1174 -4.5159 3.6217 -0.1 0.0 0.0
C -2.6796 -0.2496 -1.6442 0.0 -0.2 0.0
C -2.3860 -1.5228 1.1364 -0.2 -0.1 -0.2
C -2.1674 1.4339 0.7647 -0.2 0.0 -0.2
C -4.0905 3.0574 0.2370 0.1 0.0 0.1
C -3.2039 4.2867 0.4728 0.1 -0.1 0.0
C -4.4551 -3.0363 1.0516 0.1 0.0 0.0
C -3.1283 -2.4646 -2.8494 0.0 0.1 0.0
C 1.6551 -1.9203 -2.4772 0.0 0.0 -0.1
C 4.4263 -4.0988 3.4121 0.0 0.0 0.0
C 3.7691 1.0573 -2.3661 -0.1 0.0 0.0
C 1.1433 -1.8287 -5.2672 0.0 0.0 -0.1
C -1.7232 3.8891 0.6478 -0.1 0.0 0.0
C 4.9522 -1.0660 0.3771 0.0 0.2 0.1
C -4.7030 -0.4668 -3.0833 0.1 -0.1 0.0
C -1.7484 -2.8550 0.6835 -0.1 -0.1 0.1
C 2.6349 5.7652 2.6146 0.1 0.1 -0.1
C 2.0555 -3.6888 3.2904 0.0 0.0 0.0
C 6.1085 -0.0308 -1.5437 0.1 0.0 0.0
C 1.9776 3.4734 2.3940 -0.1 -0.1 0.0
C 1.7322 4.5588 4.5184 0.0 0.0 0.1
C -2.1527 -3.9340 1.6848 -0.1 0.0 0.0
C -2.0876 -1.3927 -2.5309 -0.1 0.0 0.0
C -3.8889 -1.6968 1.5234 0.2 -0.1 0.0
C 2.4949 1.7183 -2.8077 0.0 0.0 0.1
C 2.2400 5.7057 3.9356 0.0 0.1 0.1
C 2.2731 -2.4270 2.7314 -0.1 -0.1 0.1
C -1.4460 2.5452 -0.0275 -0.2 0.1 0.0
C -4.3348 -1.8756 -3.5957 0.0 0.1 0.1
C 1.5898 3.4297 3.7312 0.0 0.0 0.0
C 3.5883 -2.0410 2.4996 0.2 0.0 0.0
C 1.7607 2.2885 1.5448 -0.3 0.2 0.1
C 1.2651 -0.7326 -3.1145 0.0 0.0 -0.1
C 2.5084 4.6283 1.8377 0.2 0.0 -0.1
C 6.0934 0.6759 -2.7297 0.1 0.0 -0.1
C 4.8982 1.2225 -3.1505 0.1 0.1 -0.1
C -4.2210 -0.2586 -1.6463 0.1 -0.1 -0.1
C 1.0009 -0.6993 -4.4890 0.0 0.0 0.1
C -3.6657 -4.2251 1.6171 0.0 0.1 0.0
C 1.5356 -3.0170 -4.6554 0.0 0.0 0.1
C 4.6606 -2.8535 2.8549 0.0 0.1 0.0
C 1.7763 -3.0585 -3.2955 0.0 0.0 0.0
H 5.9679 -1.1640 0.7467 0.1 0.0 0.0
H 2.4081 2.7177 -2.3737 0.0 0.0 0.0
H 2.9235 -5.4910 4.0525 0.0 0.1 0.0
H 1.6514 -3.9188 -5.2445 0.0 0.0 0.0
H -5.7800 -0.3138 -3.1407 0.0 0.0 0.0
H -3.4627 -2.9412 -1.9250 0.0 0.0 0.0
H 5.2609 -4.7333 3.6862 -0.1 0.0 0.0
H -5.5029 -3.1075 1.3455 0.0 0.0 0.0
H 5.6790 -2.5141 2.6978 -0.1 0.0 0.0
H -4.1166 -1.8286 -4.6643 0.0 0.0 0.0
H 2.8216 4.6326 0.8005 0.0 0.0 0.1
H 0.6684 0.2321 -4.9388 0.0 -0.1 0.0
H -3.3103 4.9745 -0.3676 0.0 0.0 0.0
H -3.8490 -5.0997 0.9912 0.0 0.0 0.0
H -4.5122 -0.8957 1.1415 0.0 0.1 0.0
H -3.9708 -1.6470 2.6121 0.0 0.0 0.0
H -3.5471 4.8208 1.3603 0.0 0.0 0.0
H -4.0385 -4.4730 2.6127 0.0 0.0 0.0
H -1.2037 -1.8372 -2.0702 0.0 0.0 0.0
H -2.3465 0.7054 -2.0625 0.0 0.1 -0.1
H -1.5821 -4.8457 1.5055 0.0 0.0 0.0
H -1.8275 -1.2060 2.0222 0.0 0.0 0.2
H -1.0694 4.6644 0.2442 0.0 0.0 0.0
H -4.3355 1.0563 0.9919 -0.1 -0.1 0.0
H -4.0672 2.7808 -0.8200 0.0 0.0 0.0
H -0.6677 -2.7481 0.6428 0.1 0.0 0.0
H 0.9392 -1.7902 -6.3313 0.0 0.0 0.1
H -5.1296 3.2953 0.4677 0.0 0.0 0.0
H -4.6084 -1.0679 -1.0209 0.0 0.1 0.0
H -4.6112 0.6750 -1.2438 0.0 0.0 0.0
H -1.8777 -3.5839 2.6858 0.0 0.0 0.0
H -4.4415 -3.0717 -0.0412 0.0 0.0 0.0
H -3.6713 2.1755 2.1414 0.0 0.0 0.0
H 1.0326 -4.0052 3.4631 0.1 0.0 0.0
H 2.0689 -3.9882 -2.8204 0.0 0.0 -0.1
H 4.8332 1.7844 -4.0745 0.0 0.0 0.1
H 2.4681 1.8114 -3.8897 0.0 0.1 -0.1
H 3.0332 6.6876 2.2186 0.0 0.0 0.0
H 1.4529 4.5675 5.5618 0.0 0.0 0.0
H -4.2442 0.2993 -3.7170 0.0 0.0 0.0
H -1.4780 3.7962 1.7112 0.0 0.0 0.0
H 7.0210 -0.4765 -1.1723 0.0 0.0 0.0
H 1.1861 2.5131 4.1413 0.0 0.0 0.0
H -1.7426 -0.9555 -3.4715 0.0 0.0 0.0
H 6.9953 0.7923 -3.3174 0.0 0.0 0.0
H -0.3778 2.3623 -0.0812 0.1 -0.1 0.0
H -5.1885 -2.5464 -3.4821 0.0 0.0 0.0
H 4.5600 -2.0446 0.1145 0.0 -0.1 -0.1
H -1.8004 2.5810 -1.0618 0.0 0.0 0.0
H -1.6276 1.3008 1.7040 0.1 0.1 0.1
H -2.0876 -3.1356 -0.3174 0.0 0.0 0.0
H -2.6653 -3.2519 -3.4456 0.0 0.0 0.0

***

142
Properties=species:S:1:pos:R:3:forces:R:3 method="wB97M-V/def2-TZVPD" orbital_gap_ev=7.9 homo_energy_ha=-0.240 fmax_ha_per_bohr=0.033 e_tot_ev=-212290.6922 lumo_energy_ha=0.053 relative_energy_ev=0.000 charge=-1
S -1.6114 5.0802 1.5092 -0.3 -0.8 1.3
S -0.8519 3.5086 -4.6570 -0.2 -0.2 0.1
S 0.6082 -2.5566 -4.5327 0.0 -1.5 0.8
S 4.7400 2.4635 2.3341 -0.7 0.8 -0.1
S -4.0318 3.2188 -2.3169 -0.4 0.0 0.2
S -5.4055 -1.2045 0.3418 -0.5 0.2 0.9
S 3.3427 -4.8685 4.1234 -0.4 0.4 -0.3
S -2.3471 -2.8062 4.4445 -0.4 0.5 0.3
S 0.6659 -8.2661 -1.7245 0.1 -0.1 0.4
S 2.7561 7.2545 1.0947 -1.2 -0.4 -0.3
P -0.0034 0.0949 0.1893 -0.2 0.4 0.0
F 1.5261 -0.1025 -0.2968 0.1 0.3 0.2
F 0.4458 0.4671 1.6993 0.3 -0.3 0.1
F -0.0323 -1.4853 0.5770 -0.3 -0.1 0.1
F 0.0404 1.6784 -0.1535 0.2 -0.1 -0.4
F -0.4896 -0.2394 -1.3215 -0.1 -0.1 0.0
F -1.5488 0.2657 0.6353 0.0 -0.2 0.1
O -4.5072 -2.3198 -0.2907 0.4 -0.2 -0.2
O -3.0958 5.2641 2.0726 -0.1 0.1 -0.2
O 0.4402 -7.1663 -0.6052 0.2 0.0 -0.2
O 4.7056 -5.2439 3.9522 0.4 -0.3 0.0
O 2.6361 7.4253 2.5024 0.3 0.2 0.4
O 4.7610 3.3280 3.6721 -0.1 0.0 -0.2
O -0.4654 -9.1286 -1.7345 -0.2 -0.1 0.0
O -1.6356 5.0773 0.0863 0.0 0.6 -0.7
O 2.3475 5.7467 0.8269 0.5 -0.2 0.1
O 3.0520 -3.5624 3.2743 0.1 -0.3 0.1
O -6.5034 -0.9499 -0.5264 -0.4 0.0 -0.6
O -4.6160 -0.0929 0.7880 0.3 0.0 -0.1
O 0.6124 -1.3862 -5.3171 0.0 0.8 -0.7
O -0.7831 5.9647 2.2654 0.2 0.3 -0.3
O 1.5262 -3.6001 -5.2955 0.2 0.1 -0.2
O -3.9738 2.8985 -3.7720 0.1 0.0 -0.3
O 2.8078 -4.6187 5.4179 -0.1 0.0 0.2
O 5.4071 1.2589 2.6715 0.4 -0.6 0.1
O 5.1945 3.2829 1.2520 0.1 -0.1 -0.2
O 0.5514 3.8418 -5.0465 0.0 0.1 0.0
O -0.6113 -3.2355 -4.2084 -0.2 0.2 0.1
O -3.3980 -3.6097 3.7596 0.0 -0.3 -0.3
O 1.1048 -7.6462 -2.9340 0.1 0.3 -0.2
O 3.9607 7.5650 0.4001 0.4 0.2 0.0
C 2.7575 5.1749 -0.4426 -0.4 0.0 -1.0
C 1.5150 -2.2406 -3.0496 0.0 0.2 0.2
C 3.0027 2.0943 2.1486 1.4 -0.2 0.3
C -0.7388 -3.3837 3.9124 0.1 -0.5 -0.4
C -4.0622 5.8866 1.2093 -0.8 0.1 -0.2
C 4.0703 4.5892 3.5832 -0.5 0.9 0.1
C -3.2422 1.8282 -1.4848 0.5 0.9 -0.8
C 1.6559 4.2793 -0.9905 0.5 0.1 0.4
C 3.1453 -2.2773 1.2969 -0.3 0.7 0.6
C -3.0894 -2.0203 -0.4476 0.5 0.5 -0.9
C -5.9962 -2.0414 1.7743 0.9 -0.5 0.0
C 2.1892 -5.8693 -5.6760 0.0 0.2 -0.4
C -1.7047 3.1658 -6.2164 0.4 0.5 0.3
C 2.2767 -6.0238 3.3013 0.3 0.5 0.2
C -0.7824 1.8117 -4.0796 0.4 -0.4 -0.4
C 1.7947 -4.8582 -4.6225 0.1 0.0 -0.1
C 0.1862 -5.0065 0.3282 0.8 -0.2 0.8
C 0.3921 -5.7700 -0.9644 -0.6 0.9 0.0
C -5.7094 2.8984 -1.7847 -0.5 -0.4 0.6
C -2.2965 -1.2192 3.5845 0.5 -0.1 0.2
C -3.8423 7.3808 1.0791 0.2 -0.2 0.1
C 4.4564 5.5007 4.7296 -0.1 -0.1 -0.1
C 3.9158 -3.2552 2.1474 0.4 0.3 -0.3
C -2.4114 -2.9841 -1.3951 -0.3 -0.1 -0.4
C 1.3712 8.0338 0.3080 0.2 -0.4 0.2
C 2.0033 -9.1241 -0.9647 -0.1 -0.2 -0.1
C -1.2994 3.4252 1.9747 0.0 -0.2 -0.5
H 1.5415 -5.7177 -6.5412 0.0 -0.1 0.0
H -1.6512 -1.3507 2.7191 -0.1 0.4 -0.2
H -6.3840 3.7208 -2.0149 0.2 0.1 -0.1
H 2.9811 1.4109 1.3030 -0.4 0.0 0.0
H -2.8777 7.5892 0.6165 -0.1 0.1 -0.1
H -0.4369 -5.5916 -1.6523 0.0 -0.2 0.0
H -0.2349 -4.0116 0.2107 -0.2 -0.1 -0.2
H 0.6836 4.7687 -0.9570 0.0 0.0 0.0
H -3.0160 -1.0529 -0.9370 0.0 0.2 0.4
H 1.3006 -5.4356 -1.4685 0.1 -0.4 0.0
H 0.5092 7.7413 0.9045 -0.1 0.2 0.0
H 1.1424 -4.8537 0.8440 0.1 0.0 -0.2
H 4.2551 5.0907 2.6351 0.4 -0.3 -0.1
H -0.6167 -3.3047 2.8286 -0.1 0.2 0.0
H 2.4161 2.9940 2.0052 -0.1 0.0 0.0
H -0.3523 3.2283 1.4735 0.2 -0.2 0.4
H -2.5862 -1.9614 0.5122 -0.3 -0.1 0.2
H -3.4505 1.7782 -0.4228 -0.1 -0.2 0.0
H 3.6952 4.6361 -0.3255 0.0 0.1 0.3
H 2.8930 -8.5025 -0.9792 0.0 0.0 0.0
H 1.5412 9.1053 0.2814 -0.1 0.0 -0.1
H 1.6932 -9.3784 0.0449 0.1 0.0 0.0
H 4.8298 -2.8268 2.5553 0.0 0.0 -0.1
H -2.5365 -2.7020 -2.4411 -0.3 0.1 0.1
H -5.6802 2.7535 -0.7001 0.0 0.1 0.0
H 2.9219 5.9814 -1.1599 0.1 0.1 0.1
H -0.2494 1.7997 -3.1297 -0.1 0.0 0.1
H -1.8875 -0.4862 4.2800 0.1 0.1 -0.1
H 1.3395 -5.4868 3.1851 -0.2 -0.3 0.1
H 2.9882 4.4294 3.6089 0.1 -0.2 0.1
H 2.0930 -2.5594 1.3134 0.0 -0.1 -0.5
H -0.7100 -4.4441 4.1698 0.1 0.1 0.2
H -1.3072 3.2404 3.0420 0.2 0.2 0.1
H 2.8526 1.5749 3.0927 -0.8 -0.1 -0.1
H 1.3647 -2.9715 -2.2579 -0.3 -0.2 -0.2
H 1.6232 3.3472 -0.4306 -0.2 0.0 -0.1
H 2.1496 -10.0375 -1.5385 0.1 0.0 0.0
H -0.1920 1.2513 -4.8102 0.1 0.1 0.0
H -5.0337 5.7063 1.6733 0.2 -0.1 0.3
H -5.1010 -2.3838 2.3021 -0.1 0.1 0.1
H -6.1142 1.9775 -2.2081 0.3 0.0 -0.2
H -2.7715 -4.0102 -1.3043 0.3 -0.1 0.3
H 0.0613 -2.8496 4.4227 -0.1 0.1 0.1
H -4.1168 5.3535 0.2590 0.4 0.2 -0.1
H -6.5449 -1.3387 2.3908 -0.3 0.0 -0.1
H 4.2026 -4.1450 1.5821 -0.3 -0.2 0.2
H -0.3863 -5.6041 1.0394 -0.4 0.1 -0.2
H 3.2165 -5.7211 -6.0091 0.0 0.0 0.0
H 4.1059 6.5016 4.4767 -0.1 0.0 0.0
H 2.6146 -4.6478 -3.9324 -0.1 -0.3 0.2
H 1.1290 -1.2840 -2.6981 0.3 0.1 0.1
H 0.9016 -5.1735 -4.0866 0.0 0.0 0.0
H 3.1689 -1.2885 1.7611 0.0 0.0 0.0
H 1.9044 4.0549 -2.0289 -0.1 -0.1 0.0
H 1.2820 7.5806 -0.6771 0.0 0.3 -0.1
H -6.5293 -2.9370 1.4685 -0.4 0.2 0.0
H -3.4918 0.9497 -2.0772 -0.2 -0.2 0.3
H 5.5352 5.5503 4.8694 0.0 -0.1 0.0
H -1.9208 4.1506 -6.6289 -0.1 -0.1 -0.1
H -2.6178 2.6035 -6.0490 0.0 -0.1 0.0
H -1.7595 1.3393 -4.0113 -0.1 0.3 0.2
H 2.2051 -6.8804 3.9648 -0.1 -0.2 -0.2
H -0.9472 2.6824 -6.8322 -0.2 -0.2 -0.1
H -2.0306 2.7978 1.4677 -0.1 0.0 0.1
H -3.8548 7.8303 2.0728 0.1 0.0 0.0
H -1.3383 -2.8888 -1.2345 0.0 -0.3 0.2
H 2.7065 -6.2458 2.3284 0.0 -0.2 0.0
H 3.9636 5.1920 5.6511 0.2 0.0 0.1
H 3.5287 -2.1363 0.2896 0.0 -0.3 -0.1
H -4.6358 7.8448 0.4946 0.0 -0.1 -0.1
H -3.2988 -0.9131 3.2985 -0.1 -0.2 0.0
H 2.5748 -2.2128 -3.2924 0.0 0.3 -0.1
H 2.0663 -6.8987 -5.3482 0.0 0.1 0.3
H -2.1981 2.0874 -1.6695 0.1 -0.4 0.3

***

50
Properties=species:S:1:pos:R:3:forces:R:3 method="wB97M-V/def2-TZVPD" orbital_gap_ev=8.0 smiles="CC(=O)C1=CN(Cc2cccc(Cl)c2)C=C[C@H]1C[C@H]1Cc2cc(F)ccc2C1=O" homo_energy_ha=-0.288 fmax_ha_per_bohr=0.047 e_tot_ev=-46053.4617 lumo_energy_ha=0.004 relative_energy_ev=0.000
Cl 0.4200 -5.5460 -1.2579 0.0 0.0 0.2
F -0.7987 -2.0497 -5.7478 0.4 0.2 0.9
O -3.4026 -1.9239 1.7767 -0.1 0.9 0.2
O 1.6073 1.9718 -1.3664 -0.3 -0.3 0.6
N 0.5350 -1.2777 2.8639 -0.2 0.0 1.3
C -1.0388 0.9346 1.9812 0.9 0.4 -0.4
C -0.3000 -1.3440 -4.6924 -0.4 0.1 0.6
C -1.6169 -0.4431 2.1416 0.9 -1.7 1.5
C -0.8200 -1.4868 2.6175 -0.3 2.1 -1.0
C 2.8615 -2.4437 -0.6292 -0.2 0.6 0.6
C 0.1274 0.3144 -0.2825 -0.4 -0.1 1.1
C 1.0011 0.5451 -3.9527 0.0 -0.4 0.1
C 1.2636 -4.2589 -0.4637 0.3 0.9 0.4
C 2.6578 -2.1366 0.7266 -0.6 -0.4 -0.1
C 0.8759 1.0018 -1.4157 0.4 0.7 -0.2
C -0.7560 -1.5932 -3.3791 0.4 0.0 -1.0
C -0.2870 -0.7682 -2.3616 0.1 -0.3 -1.2
C 1.0385 -3.9453 0.8802 0.3 0.6 0.9
C -0.8200 1.2728 0.4910 0.3 0.4 -0.7
C 0.9980 0.0037 3.1528 -0.2 2.2 -0.9
C -0.6155 -0.8911 -0.9203 0.4 0.3 0.2
C 1.7263 -2.8594 1.5088 0.4 -0.8 -1.3
C 0.5724 0.2822 -2.6400 -0.2 -0.3 -1.2
C -3.0244 -0.7530 1.7873 0.2 -1.3 -0.4
C 2.1483 -3.4761 -1.2085 0.3 -0.3 -0.4
C -3.9309 0.3358 1.2549 0.2 0.3 -0.3
C 0.6017 -0.3124 -4.9767 -0.1 0.5 0.1
C 1.4392 -2.4046 2.9440 -0.7 -0.8 -1.2
C 0.2739 1.0833 2.7521 0.7 -0.5 0.5
H 1.6263 1.4093 -4.1864 -0.1 -0.3 0.2
H -1.4313 -2.4055 -3.1279 0.0 0.0 -0.4
H -1.7854 1.2677 -0.0385 0.2 0.1 0.2
H -0.2326 -1.8512 -0.5554 -0.3 0.1 0.2
H -3.8833 0.2997 0.1366 -0.1 0.1 0.9
H 0.3339 -4.5214 1.4928 0.2 0.1 -0.4
H 1.9981 0.1854 3.6325 -1.1 -0.8 -0.5
H -1.7214 1.7018 2.3520 -0.1 -0.1 0.1
H -1.7026 -0.8466 -0.7969 0.2 -0.1 0.3
H 3.5310 -1.8158 -1.2461 -0.4 -0.5 0.5
H 0.9451 -3.1656 3.5456 0.1 -0.4 -0.1
H -0.4425 2.3072 0.4092 0.0 -0.3 0.1
H -3.6067 1.3275 1.5910 -0.2 -0.2 -0.2
H 0.9342 -0.1073 -5.9980 -0.3 -0.3 0.3
H -1.2154 -2.4888 2.7956 0.2 0.3 -0.3
H 0.8947 -0.0622 0.4113 -0.1 0.2 -0.1
H 0.6896 2.0997 2.9430 -0.5 -0.9 -0.1
H 3.1745 -1.2754 1.1316 0.0 -0.1 0.2
H -4.9597 0.1616 1.5767 0.2 -0.1 -0.1
H 2.3838 -2.1836 3.4100 0.2 0.6 0.4
H 2.3348 -3.6769 -2.2586 -0.3 -0.2 0.1

***

17
Properties=species:S:1:pos:R:3:forces:R:3 method="wB97M-V/def2-TZVPD" orbital_gap_ev=10.1 smiles=CC(C)N1CC1 homo_energy_ha=-0.326 fmax_ha_per_bohr=0.034 e_tot_ev=-6850.8241 lumo_energy_ha=0.045 relative_energy_ev=2.704
N 0.1447 0.9753 0.1843 0.2 -0.8 -1.6
C 0.9215 -0.7150 1.5018 0.0 -0.2 0.5
C 0.1126 -1.5914 -0.6918 0.0 0.4 0.3
C -0.1202 -0.4916 0.4501 0.0 -0.2 0.3
C -0.7469 2.1398 -0.1183 0.1 -0.2 0.0
C -0.4002 1.1623 -1.1292 -0.3 0.2 -1.1
H -1.2200 0.4891 -1.3694 0.3 0.0 -0.5
H 0.0196 -2.5952 -0.2241 0.0 0.7 0.1
H 0.3718 1.3422 -1.8455 -0.1 0.3 -0.9
H -1.1626 -0.6407 0.7534 0.1 0.0 0.4
H 1.1203 -1.5766 -1.1319 -0.2 0.3 0.2
H 1.8781 -0.3739 1.0815 -0.2 -0.3 0.2
H 0.6727 -0.0424 2.3187 0.2 -0.2 0.4
H 0.9889 -1.7509 1.8094 0.1 -0.2 0.3
H -0.1945 3.0722 -0.2870 -0.2 -0.3 1.1
H -0.6108 -1.6074 -1.5206 0.1 0.4 0.3
H -1.7749 2.2045 0.2187 0.1 0.0 0.1

***

What did the fifth record say?
17
Properties=species:S:1:pos:R:3:forces:R:3 method="wB97M-V/def2-TZVPD" orbital_gap_ev=10.1 smiles=CC(C)N1CC1 homo_energy_ha=-0.326 fmax_ha_per_bohr=0.034 e_tot_ev=-6850.8241 lumo_energy_ha=0.045 relative_energy_ev=2.704
N 0.1447 0.9753 0.1843 0.2 -0.8 -1.6
C 0.9215 -0.7150 1.5018 0.0 -0.2 0.5
C 0.1126 -1.5914 -0.6918 0.0 0.4 0.3
C -0.1202 -0.4916 0.4501 0.0 -0.2 0.3
C -0.7469 2.1398 -0.1183 0.1 -0.2 0.0
C -0.4002 1.1623 -1.1292 -0.3 0.2 -1.1
H -1.2200 0.4891 -1.3694 0.3 0.0 -0.5
H 0.0196 -2.5952 -0.2241 0.0 0.7 0.1
H 0.3718 1.3422 -1.8455 -0.1 0.3 -0.9
H -1.1626 -0.6407 0.7534 0.1 0.0 0.4
H 1.1203 -1.5766 -1.1319 -0.2 0.3 0.2
H 1.8781 -0.3739 1.0815 -0.2 -0.3 0.2
H 0.6727 -0.0424 2.3187 0.2 -0.2 0.4
H 0.9889 -1.7509 1.8094 0.1 -0.2 0.3
H -0.1945 3.0722 -0.2870 -0.2 -0.3 1.1
H -0.6108 -1.6074 -1.5206 0.1 0.4 0.3
H -1.7749 2.2045 0.2187 0.1 0.0 0.1